# C72H144O18

A cluster of 18 separate species, C72H144O18 in total (ωB97M-V with the def2-TZVPD basis set, the Open Molecules 2025 dataset).

Structure (XYZ):
```
234
Properties=species:S:1:pos:R:3
C 0.0454 -0.7466 0.2758
C -0.1558 0.7424 0.0282
C -0.1710 0.8693 -1.4771
O 0.3086 -0.3898 -1.9754
C 0.9012 -1.1745 -0.8997
H -0.9365 -1.2166 0.2209
H 0.6074 -0.9463 1.1882
H 0.7554 1.2473 0.3488
H -1.0734 1.1632 0.4393
H 0.4387 1.6952 -1.8435
H -1.1937 1.0026 -1.8298
H 1.9651 -0.9688 -0.7818
H 0.7268 -2.2356 -1.0775
C 2.1121 -6.6837 -1.5481
C 2.4815 -7.8691 -0.6771
C 2.7294 -7.1322 0.6734
O 2.2330 -5.8355 0.5410
C 1.4027 -5.7217 -0.6406
H 1.5341 -6.9752 -2.4250
H 3.0188 -6.2005 -1.9124
H 3.3254 -8.4648 -1.0249
H 1.6517 -8.5643 -0.5496
H 3.7391 -7.0670 1.0789
H 2.1228 -7.6077 1.4440
H 1.3023 -4.6776 -0.9371
H 0.3808 -6.0138 -0.3989
C -2.4769 1.3895 3.1089
C -2.8542 2.0283 4.4221
C -1.9786 1.3067 5.3266
O -0.7577 1.2994 4.5853
C -0.9575 1.3565 3.2119
H -2.8601 1.9992 2.2906
H -2.9885 0.4378 2.9655
H -3.9182 1.9015 4.6217
H -2.6342 3.0958 4.4098
H -2.3645 0.3270 5.6083
H -1.7273 1.9335 6.1822
H -0.6156 0.5311 2.5875
H -0.5446 2.2729 2.7902
C 2.7134 -3.1938 -3.9023
C 4.0027 -3.0412 -4.6952
C 3.8690 -3.9998 -5.8687
O 2.9899 -5.0012 -5.4000
C 2.0595 -4.4478 -4.5036
H 2.0642 -2.3358 -4.0766
H 2.9622 -3.3495 -2.8525
H 4.8496 -3.4018 -4.1114
H 4.1791 -2.0246 -5.0466
H 4.8562 -4.3268 -6.1953
H 3.4549 -3.5783 -6.7846
H 1.7565 -5.1576 -3.7339
H 1.1241 -4.1356 -4.9680
C 1.5516 6.2682 1.0539
C 2.2868 5.1653 0.4235
C 1.6747 4.0035 1.2123
O 0.3026 4.3246 1.2091
C 0.1395 5.7618 1.2447
H 1.6104 7.2083 0.5053
H 2.0818 6.4520 1.9883
H 3.3638 5.2515 0.5678
H 2.0753 5.0316 -0.6374
H 1.9829 3.9303 2.2553
H 1.8106 3.0457 0.7100
H -0.1067 6.1103 2.2477
H -0.5367 6.1407 0.4784
C -0.6667 -1.7105 -6.4896
C -0.4860 -1.1948 -7.9093
C 0.7996 -0.3454 -7.8217
O 0.8135 -0.0257 -6.4156
C -0.2652 -0.5199 -5.6683
H 0.0339 -2.5394 -6.3886
H -1.6796 -2.0748 -6.3179
H -1.3389 -0.5803 -8.1976
H -0.3456 -1.9844 -8.6474
H 0.6673 0.4955 -8.5025
H 1.6189 -1.0016 -8.1156
H -1.1016 0.1741 -5.5852
H 0.0774 -0.7917 -4.6698
C 3.7127 0.5952 -3.4199
C 4.7143 1.3592 -2.5612
C 3.8438 2.3625 -1.8543
O 2.9310 2.7482 -2.8924
C 2.7904 1.7492 -3.8898
H 3.1356 -0.0945 -2.8039
H 4.1342 0.0329 -4.2531
H 5.3870 1.9002 -3.2267
H 5.2764 0.7097 -1.8902
H 4.4629 3.1824 -1.4903
H 3.3598 1.9772 -0.9568
H 3.1470 2.1674 -4.8311
H 1.7470 1.4342 -3.8977
C -2.2766 -6.0600 1.8611
C -3.7784 -6.2389 1.8534
C -4.3052 -4.9747 1.1762
O -3.1672 -4.1328 0.9288
C -2.0707 -5.0341 0.7466
H -1.6821 -6.9394 1.6137
H -1.8922 -5.7101 2.8192
H -4.0469 -6.3948 2.8982
H -4.0767 -7.1159 1.2790
H -5.0549 -4.4453 1.7643
H -4.6795 -5.2044 0.1786
H -1.1726 -4.4399 0.9152
H -2.0925 -5.4047 -0.2782
C -6.0472 -2.1955 6.3655
C -5.2549 -1.2040 5.4661
C -4.2952 -2.1891 4.7732
O -4.0132 -3.1749 5.7021
C -4.9772 -3.2118 6.7769
H -6.8133 -2.6811 5.7610
H -6.5484 -1.7607 7.2303
H -4.6491 -0.4479 5.9655
H -5.9100 -0.7046 4.7523
H -3.3516 -1.7224 4.4906
H -4.7484 -2.6537 3.8974
H -4.4277 -2.9767 7.6884
H -5.4458 -4.1860 6.9169
C -3.3810 6.9710 3.1465
C -3.6401 6.0875 1.9513
C -3.3786 4.6509 2.4869
O -4.0183 4.7742 3.7288
C -3.6455 5.9942 4.3332
H -4.0289 7.8469 3.1770
H -2.3201 7.2166 3.1941
H -2.9247 6.3518 1.1726
H -4.6404 6.1458 1.5221
H -2.3288 4.3835 2.6071
H -3.8671 3.9161 1.8468
H -2.7511 5.7919 4.9226
H -4.4112 6.3191 5.0375
C -0.9170 3.8586 -3.5801
C -2.3271 3.4896 -3.3973
C -2.7801 4.2881 -2.1675
O -1.7337 5.2510 -1.9984
C -0.5172 4.6136 -2.3541
H -0.8040 4.5480 -4.4168
H -0.3110 2.9812 -3.8061
H -2.4668 2.4243 -3.2142
H -2.9226 3.8831 -4.2212
H -2.8283 3.7801 -1.2043
H -3.7290 4.7938 -2.3461
H -0.2202 3.9554 -1.5376
H 0.3069 5.3178 -2.4683
C 3.7247 0.9707 3.7882
C 5.0825 0.9298 3.1733
C 4.6742 0.9804 1.6914
O 3.3209 0.4937 1.6168
C 2.8077 0.1514 2.9035
H 3.2811 1.9637 3.8605
H 3.7948 0.6523 4.8283
H 5.5310 -0.0207 3.4626
H 5.7882 1.7193 3.4316
H 5.3164 0.3033 1.1281
H 4.7475 1.9886 1.2838
H 2.8423 -0.9100 3.1494
H 1.7722 0.4700 3.0228
C -0.2620 -1.9644 4.4476
C -0.5075 -2.8423 3.2817
C 0.6562 -3.8058 3.2557
O 1.1223 -3.8431 4.6314
C 0.3010 -2.9447 5.4808
H -1.1394 -1.4052 4.7723
H 0.4639 -1.1979 4.1762
H -0.6574 -2.2186 2.4004
H -1.4349 -3.3739 3.4947
H 1.4739 -3.3941 2.6640
H 0.2369 -4.7435 2.8909
H 0.8312 -2.4637 6.3028
H -0.4753 -3.4968 6.0106
C 2.7810 4.0168 -6.9783
C 2.9273 4.8420 -8.2465
C 2.2512 6.1637 -7.8956
O 1.1992 5.7295 -7.0609
C 1.5139 4.6086 -6.3133
H 3.6891 4.1950 -6.4024
H 2.7139 2.9489 -7.1858
H 2.3640 4.4871 -9.1096
H 3.9705 4.9830 -8.5292
H 1.9047 6.7716 -8.7314
H 2.9480 6.7805 -7.3281
H 0.6897 3.9069 -6.1845
H 1.8001 4.8050 -5.2801
C 5.1514 -3.1751 1.5316
C 4.6751 -2.8089 0.1971
C 5.8272 -2.9919 -0.7818
O 6.9413 -2.9896 0.1024
C 6.6012 -2.8169 1.4889
H 4.9694 -4.2330 1.7209
H 4.6321 -2.5951 2.2945
H 4.3990 -1.7554 0.2424
H 3.7627 -3.3467 -0.0607
H 5.8932 -2.1711 -1.4960
H 5.7861 -3.9894 -1.2194
H 6.7755 -1.7787 1.7718
H 7.1893 -3.4980 2.1040
C -5.9315 -1.2606 1.3084
C -6.3002 0.2715 1.2915
C -5.4282 0.8409 0.2202
O -4.9669 -0.2667 -0.5073
C -4.6918 -1.3256 0.3656
H -6.7962 -1.7635 0.8754
H -5.8079 -1.6763 2.3084
H -6.0768 0.6857 2.2746
H -7.3573 0.5158 1.1865
H -4.6146 1.4611 0.5963
H -5.9875 1.5674 -0.3692
H -3.7337 -1.1275 0.8460
H -4.5951 -2.2977 -0.1180
C -3.1015 -3.9714 -4.0321
C -3.0036 -3.1382 -2.7388
C -1.5393 -3.2887 -2.3780
O -1.0749 -4.4772 -3.0174
C -1.8014 -4.7498 -4.2041
H -3.1802 -3.3364 -4.9145
H -3.9979 -4.5899 -4.0781
H -3.6577 -3.6122 -2.0070
H -3.1493 -2.0882 -2.9925
H -1.3785 -3.2617 -1.3003
H -0.9516 -2.5034 -2.8536
H -1.9365 -5.8250 -4.3215
H -1.2521 -4.4006 -5.0784
C 0.5272 4.3896 6.2330
C 0.3570 5.8959 6.3304
C 1.3568 6.4507 5.3422
O 1.5985 5.3794 4.3778
C 0.7565 4.2615 4.7152
H -0.3440 3.7660 6.4339
H 1.2942 4.0169 6.9119
H 0.5041 6.2073 7.3646
H -0.6711 6.2096 6.1497
H 2.2717 6.7070 5.8764
H 0.9460 7.2933 4.7860
H 1.1095 3.2605 4.4672
H -0.1397 4.4297 4.1180
```

Its net charge is 0. Its HOMO energy is -9.28 eV. For the energy above the lowest of the compared OMol25 structures with the same formula, charge and spin, the calculation gives 0.0000 eV. The calculation puts the LUMO energy at 0.62 eV. Its orbital gap is 0.364 Eh.